(1)
H4S2Si | wB97M-V/def2-TZVPD

```
7
Properties=species:S:1:pos:R:3:forces:R:3:nbo_charge:R:1
Si -0.165609 0.037019 -0.407417 2.247 0.112 3.643 0.861
S -2.023506 -0.883585 0.065523 -0.346 -0.158 0.009 -0.432
S 1.404418 -1.421017 -0.138219 0.270 -0.009 -0.218 -0.468
H -0.129017 0.484099 -1.793984 -0.425 0.548 -0.052 -0.140
H 0.676985 1.108332 1.304673 -1.538 -0.880 -2.642 -0.183
H -1.777962 -1.624906 1.194236 0.397 0.665 -0.640 0.193
H 2.408829 -0.532764 0.110967 -0.605 -0.277 -0.099 0.168
```
Forces are in eV/Å.

max |F|	0.0833	Eh/bohr
frontier orbital gap	8.726	eV
calculated total energy	-29611.7233	eV
E_LUMO	-0.30	eV
energy above the lowest of the compared OMol25 structures with the same formula, charge and spin	46.90	kcal/mol

(2)
C48H45AsBiBr2Cl4GeN5O3Se | wB97M-V/def2-TZVPD

```
111
Properties=species:S:1:pos:R:3:forces:R:3:lowdin_charge:R:1
Bi 0.046184 0.425697 -0.156690 0.148 1.137 0.149 1.695
Br 2.971461 4.923710 -0.945802 -0.039 0.043 -0.010 0.762
C 3.496105 3.172422 -1.433915 -0.201 0.063 0.154 -0.598
C 4.667361 3.007601 -2.172842 0.022 -0.266 -0.080 -0.183
C 5.090887 1.752970 -2.519984 0.165 0.170 -0.072 -0.627
Br 6.703372 1.577967 -3.524012 0.009 0.003 0.005 0.700
C 4.371107 0.606299 -2.128755 -0.207 0.057 0.016 -0.182
C 4.758309 -0.732129 -2.352572 -0.102 -0.103 0.145 -0.020
C 4.009005 -1.751875 -1.833006 0.156 -0.027 -0.175 -0.028
C 2.820347 -1.439945 -1.159934 -0.107 0.096 0.099 -0.155
N 2.411743 -0.217348 -1.009575 -0.062 -0.105 0.062 0.001
C 3.158153 0.808497 -1.429227 0.365 0.123 0.083 -0.198
C 2.679223 2.112725 -1.037483 0.230 0.295 0.076 -0.500
O 1.592312 2.255316 -0.379660 -0.129 -0.539 0.232 -0.278
H 5.231673 3.878860 -2.473762 0.017 -0.001 0.025 0.087
H 5.660370 -0.936962 -2.912526 0.020 -0.006 0.025 0.076
H 4.308176 -2.782174 -1.964295 -0.035 -0.021 0.002 0.103
H 2.196215 -2.206408 -0.703119 0.040 -0.111 -0.047 0.069
C -1.126712 0.151717 5.628184 -0.076 -0.005 -0.083 -0.092
C -1.156668 0.174978 4.099034 0.052 0.090 0.109 -0.213
C -1.662871 1.474722 3.521610 0.173 -0.021 -0.177 -0.170
C -2.801205 2.071684 4.048346 -0.055 -0.074 0.022 -0.072
C -3.213459 3.323609 3.625378 0.015 0.084 0.040 -0.102
C -2.451497 4.009071 2.698932 -0.006 -0.031 0.028 -0.094
C -1.312670 3.443257 2.131605 0.034 -0.072 -0.038 -0.189
C -0.481995 4.285949 1.202254 0.025 0.027 0.065 -0.202
C 0.318384 5.350601 1.960802 -0.036 -0.091 -0.059 -0.089
C -0.946297 2.142522 2.503196 -0.537 0.058 0.218 -0.211
N 0.211007 1.518173 1.940953 0.263 0.108 0.068 -0.067
C 1.313304 1.823346 2.601757 -0.296 0.100 0.041 -0.093
C 2.614628 1.353261 2.554316 0.301 0.041 0.097 -0.350
C 3.686844 1.942008 3.291749 -0.126 0.146 0.063 -0.074
C 4.799664 1.189291 3.004346 0.092 0.033 0.062 -0.119
C 4.344063 0.166972 2.129984 0.007 -0.136 -0.134 -0.208
N 3.058470 0.264936 1.861213 -0.099 -0.227 -0.648 0.062
H -0.546157 -0.709102 5.961878 -0.027 -0.020 0.022 0.061
H -2.125698 0.084223 6.065428 0.003 0.030 0.034 0.057
H -0.648002 1.056219 6.010027 -0.003 -0.010 0.037 0.077
H -1.739595 -0.668093 3.722928 0.097 -0.030 -0.003 0.083
H -0.145042 0.016090 3.749046 0.015 -0.081 -0.039 0.052
H -3.375243 1.540142 4.799341 0.033 0.017 0.040 0.104
H -4.114412 3.772387 4.027824 -0.008 -0.016 0.015 0.094
H -2.751448 5.000180 2.379554 0.015 0.029 -0.017 0.102
H -1.148306 4.796872 0.503307 -0.008 -0.092 -0.083 0.096
H 0.201189 3.665110 0.630974 -0.026 0.012 -0.115 0.068
H -0.344548 5.988325 2.550707 0.032 0.035 0.020 0.064
H 0.866086 5.968618 1.248613 0.026 0.065 0.037 0.044
H 1.046626 4.896692 2.635632 -0.001 -0.008 0.011 0.066
H 1.173102 2.581989 3.375473 -0.024 0.054 -0.033 0.139
H 3.616524 2.818853 3.920316 -0.002 -0.005 0.023 0.087
H 5.810937 1.324624 3.358318 -0.009 0.030 0.043 0.069
H 4.937253 -0.645189 1.723587 -0.027 0.010 -0.018 0.089
Cl 0.565488 1.703393 -2.933575 0.014 -0.493 -0.675 0.843
C -0.747902 2.799439 -2.761711 -0.164 0.088 0.244 -0.551
C -0.880718 3.728433 -3.770530 0.044 0.025 -0.109 -0.153
C -1.898382 4.664766 -3.745866 -0.027 0.053 -0.018 -0.135
C -2.751214 4.640727 -2.657788 0.020 0.028 0.007 -0.173
C -2.596418 3.717622 -1.642938 0.168 -0.211 -0.103 -0.595
Cl -3.755260 3.878461 -0.360029 -0.141 -0.192 0.329 0.712
C -1.597408 2.676789 -1.607188 0.219 0.194 -0.264 -0.478
N -1.546345 1.746726 -0.643485 -0.070 0.083 -0.049 -0.223
H -0.172082 3.703123 -4.588493 0.011 -0.027 0.011 0.095
H -2.018951 5.391015 -4.537984 0.022 0.002 -0.004 0.084
H -3.552570 5.362057 -2.560927 -0.013 -0.008 -0.035 0.082
Se 1.915896 -2.453402 3.721310 0.621 -0.475 0.854 0.487
C 0.851642 -1.800312 2.495676 -0.807 0.275 -0.888 -1.004
N 0.093743 -1.421852 1.686201 0.414 0.008 0.498 -0.117
Cl 0.570450 -1.678266 -6.717711 0.058 -0.039 -0.179 0.583
C -0.515929 -1.278592 -5.383186 0.089 0.006 0.294 -1.016
Cl -1.383502 0.229987 -5.722214 -0.010 0.156 0.105 0.583
C 0.247244 -1.234661 -4.007131 0.249 0.204 -0.317 -0.832
O 1.461942 -1.313504 -3.997778 -0.199 0.167 0.099 0.012
O -0.573611 -1.186500 -3.032762 0.083 0.279 0.414 -0.260
H -1.270791 -2.056549 -5.338588 0.050 0.080 -0.044 0.035
C -3.802294 -1.702133 2.185663 0.350 -0.032 -0.007 -0.313
As -3.020468 -0.577847 0.730995 -1.193 -0.405 0.352 1.068
C -4.211579 -1.331584 -0.671893 0.228 0.020 -0.121 -0.341
C -4.247992 0.901902 1.103295 0.119 0.270 -0.017 -0.342
H -4.873471 -1.842833 2.031247 0.005 0.062 -0.109 0.017
H -3.652558 -1.177249 3.129892 -0.033 -0.009 -0.011 0.000
H -3.311681 -2.671837 2.252803 0.025 0.016 0.035 -0.008
H -5.250145 -1.116411 -0.416699 0.028 0.020 0.070 0.014
H -4.089140 -2.409382 -0.782485 0.061 0.018 0.031 -0.006
H -3.970109 -0.859678 -1.625884 0.005 0.002 0.004 0.020
H -5.006453 0.623824 1.837514 0.047 -0.168 -0.050 0.025
H -4.728123 1.185655 0.171028 0.001 0.086 -0.046 -0.002
H -3.695728 1.755639 1.473197 0.075 0.119 -0.001 -0.040
Ge -0.356409 -2.446392 -1.170935 -0.980 -1.872 -1.482 0.969
C 0.391971 -3.708719 -2.560804 0.278 0.250 0.420 -0.273
C 1.597164 -4.390266 -2.429639 -0.073 0.032 0.090 -0.113
C 2.092946 -5.183405 -3.454689 0.021 -0.022 -0.050 -0.089
C 1.384423 -5.307597 -4.639506 0.040 -0.062 -0.003 -0.099
C 0.148516 -4.689837 -4.763851 -0.019 -0.082 0.048 -0.098
C -0.340579 -3.909727 -3.727973 -0.200 -0.237 0.089 -0.141
C -0.409206 -3.797604 0.336933 0.331 0.642 0.034 -0.324
C -1.690046 -4.162017 0.729954 -0.064 0.137 -0.221 -0.150
C -1.889553 -5.189355 1.640430 -0.006 -0.161 0.014 -0.098
C -0.802976 -5.884829 2.148963 -0.004 0.037 0.001 -0.101
C 0.480926 -5.521712 1.767119 0.000 -0.058 -0.062 -0.099
C 0.676014 -4.473872 0.880573 0.118 0.001 -0.012 -0.145
H -1.860310 -2.451300 -1.530096 0.063 0.295 0.380 0.005
H 2.168083 -4.306004 -1.513666 0.067 0.012 -0.023 0.077
H 3.040123 -5.695983 -3.331361 0.020 0.041 -0.015 0.096
H 1.794444 -5.881493 -5.461762 -0.030 -0.040 0.011 0.093
H -0.423817 -4.802670 -5.677088 -0.013 0.016 0.003 0.099
H -1.305440 -3.426130 -3.828648 0.041 -0.067 0.022 0.095
H -2.541059 -3.634478 0.314098 -0.029 -0.033 0.061 0.054
H -2.893906 -5.447528 1.956680 -0.015 0.015 -0.040 0.096
H -0.952341 -6.692231 2.855494 -0.005 0.015 0.015 0.092
H 1.336471 -6.045532 2.174497 0.012 0.055 0.028 0.099
H 1.690724 -4.177543 0.643851 -0.010 0.026 0.051 0.088
```
Forces are in eV/Å.

max |F|	0.0502	Eh/bohr
frontier orbital gap (spin up / spin down)	4.574 / 4.546	eV
total charge	-2
calculated total energy	-442814.1766	eV
E_LUMO (spin up / spin down)	2.19 / 2.17	eV
energy above the lowest of the compared OMol25 structures with the same formula, charge and spin	104.71	kcal/mol

(3)
C2H12N2O3 | wB97M-V/def2-TZVPD

```
19
Properties=species:S:1:pos:R:3:forces:R:3:nbo_charge:R:1
H -1.563647 0.388678 -2.174839 0.571 0.113 0.149 0.342
N -1.456952 -0.542092 -1.782317 -0.713 -1.092 0.337 -0.729
C -0.297183 -0.995332 -1.543109 0.224 1.141 -0.925 0.295
N 0.878348 -0.291342 -1.745553 -0.466 -1.352 0.764 -0.633
C 2.133992 -0.978211 -1.548357 0.944 0.292 -0.364 -0.417
H -0.120277 -2.021765 -1.233597 -0.402 -0.001 0.480 0.170
H 0.770293 0.379707 -2.470243 0.484 0.614 -0.404 0.385
H 2.909982 -0.214998 -1.466759 0.101 -0.174 0.087 0.207
H 2.160206 -1.572251 -0.637025 -0.387 0.288 0.249 0.202
H 2.459066 -1.684076 -2.325191 -0.347 0.224 -0.287 0.180
O -0.824809 3.495795 3.212268 0.958 -0.250 0.419 -0.935
H -1.722916 3.570732 2.950057 -1.426 0.166 -0.171 0.467
H -0.362963 3.596303 2.382763 0.415 0.051 -0.325 0.469
O -0.119521 -2.415797 1.756050 -1.202 0.321 -0.365 -0.940
H 0.733968 -2.811009 1.802598 1.002 -0.251 0.274 0.469
H -0.121727 -1.618238 2.290411 0.242 -0.068 0.087 0.473
O -2.053916 1.523089 0.649895 0.796 -0.720 0.580 -0.948
H -1.794968 1.463649 1.586914 -0.275 0.277 -0.342 0.462
H -1.606974 0.727158 0.296034 -0.518 0.420 -0.242 0.482
```
Forces are in eV/Å.

max |F|	0.0315	Eh/bohr
frontier orbital gap	9.671	eV
SMILES	[H]/N=C\NC.O.O.O
calculated total energy	-11390.6224	eV
E_LUMO	0.44	eV
energy above the lowest of the compared OMol25 structures with the same formula, charge and spin	25.98	kcal/mol

(4)
C38H28MnN5O7PS2 | wB97M-V/def2-TZVPD

```
82
Properties=species:S:1:pos:R:3:forces:R:3:mulliken_spin:R:1
Mn 0.951760 1.232721 0.313299 -0.354 -0.474 1.042 1.053
N -1.532178 4.148316 -2.013683 0.086 -0.019 -0.040 0.002
C -1.048945 2.907703 -1.655348 -0.130 0.209 0.111 0.001
S 0.109375 2.155769 -2.601981 0.170 0.256 0.133 0.019
N -1.697207 2.406772 -0.589807 0.029 -0.319 0.058 0.008
N -1.094089 1.389826 0.024960 0.130 0.253 0.220 -0.023
C -1.842214 0.553937 0.714253 0.344 0.179 -0.142 0.000
C -3.318591 0.623840 0.759420 -0.123 -0.050 -0.079 0.006
C -4.083390 -0.463200 0.341111 0.043 0.039 -0.064 -0.003
C -5.468791 -0.423822 0.399615 -0.057 0.038 0.014 0.001
C -6.106470 0.708972 0.885577 0.006 -0.046 0.001 -0.002
C -5.350863 1.797090 1.302894 -0.021 0.021 0.001 0.001
C -3.968110 1.760699 1.234846 0.037 -0.001 0.090 -0.001
C -1.116518 -0.410294 1.523955 0.286 0.222 0.162 0.004
C -1.733194 -1.316028 2.397266 0.056 0.110 -0.075 -0.006
C -0.948771 -2.140632 3.171279 0.217 -0.032 0.018 0.001
C 0.440241 -2.051118 3.083526 -0.164 -0.007 -0.021 -0.008
C 0.984080 -1.121271 2.218796 -0.015 -0.061 0.018 0.006
N 0.233943 -0.321377 1.463106 -0.408 -0.410 -0.659 -0.036
H -0.895640 4.670205 -2.594794 -0.039 -0.042 0.023 0.001
H -1.942715 4.663229 -1.249507 0.001 0.016 0.029 0.000
H -3.583469 -1.344389 -0.047294 0.017 -0.006 0.022 0.000
H -6.047667 -1.275174 0.062272 -0.008 -0.004 0.005 0.000
H -7.187749 0.742455 0.943633 -0.002 0.007 -0.014 0.000
H -5.838575 2.683156 1.688179 -0.019 0.007 0.005 0.000
H -3.381892 2.610030 1.560646 0.009 -0.025 -0.025 -0.001
H -2.809783 -1.338137 2.473007 -0.027 -0.007 -0.017 -0.001
H -1.412798 -2.841796 3.854209 0.015 -0.012 -0.001 0.000
H 1.088737 -2.685104 3.669869 0.013 -0.011 0.037 0.000
H 2.053068 -0.976850 2.119605 0.006 -0.016 -0.032 -0.002
O 3.939966 1.739932 -1.230879 0.007 0.010 0.004 0.001
S 4.090218 0.711751 -0.239751 -0.009 -0.070 0.031 -0.001
O 5.299108 0.717901 0.552615 0.028 -0.024 -0.035 -0.001
O 2.893136 0.499253 0.619231 0.086 0.166 -0.020 -0.005
C 4.198069 -0.792792 -1.231963 -0.023 0.069 0.006 0.007
C 5.485453 -1.257654 -1.489480 0.036 -0.066 0.014 0.001
C 5.690941 -2.358719 -2.299535 0.020 0.029 0.023 0.000
C 4.601498 -3.022841 -2.848188 -0.031 -0.014 -0.008 0.001
C 3.324121 -2.565605 -2.586824 0.018 0.028 -0.053 -0.002
C 3.096711 -1.432544 -1.797421 0.008 0.096 -0.093 -0.001
P 1.361026 -0.917931 -1.446201 0.023 -0.187 -0.107 -0.027
C 0.559851 -0.941545 -3.100584 0.070 -0.070 -0.030 0.006
C -0.811505 -0.675344 -3.125854 -0.021 -0.097 0.028 -0.002
C -1.506252 -0.610076 -4.319087 -0.020 -0.077 -0.041 0.002
C -0.831604 -0.755674 -5.523711 -0.006 0.001 0.020 0.000
C 0.540023 -0.941507 -5.516184 -0.013 0.006 -0.065 0.000
C 1.231665 -1.029715 -4.314384 -0.002 -0.022 0.078 0.002
C 0.813820 -2.566342 -0.774177 -0.036 0.035 0.024 0.000
C -0.530324 -2.940209 -0.764831 0.049 0.045 0.006 -0.003
C -0.937849 -4.145959 -0.216471 -0.008 -0.020 0.031 0.000
C -0.010973 -5.009361 0.348157 -0.021 -0.002 0.011 0.000
C 1.324604 -4.641877 0.371026 -0.014 -0.026 0.050 0.000
C 1.728652 -3.433331 -0.174653 0.042 0.057 0.088 0.000
H 6.310201 -0.737225 -1.024638 0.043 0.013 0.006 0.000
H 6.697208 -2.706840 -2.497500 0.025 -0.003 0.015 0.000
H 4.746104 -3.899666 -3.466847 -0.002 -0.019 -0.020 0.000
H 2.474873 -3.105632 -2.986587 -0.010 0.005 -0.021 -0.001
H -1.330356 -0.443878 -2.203802 -0.010 -0.039 0.018 0.001
H -2.565695 -0.391011 -4.307988 -0.029 0.007 0.004 0.000
H -1.367667 -0.684174 -6.461812 -0.010 0.010 -0.017 0.000
H 1.085919 -1.006857 -6.449190 0.009 0.003 -0.019 0.000
H 2.306103 -1.139110 -4.337901 0.025 -0.021 0.013 0.000
H -1.276096 -2.288021 -1.194307 -0.042 0.041 -0.032 -0.001
H -1.988743 -4.406306 -0.224923 -0.034 -0.009 -0.008 0.000
H -0.328779 -5.951464 0.776552 -0.011 -0.022 0.006 0.000
H 2.062241 -5.295036 0.820791 0.014 -0.008 0.016 0.000
H 2.776753 -3.164939 -0.131719 -0.057 -0.037 0.031 0.000
O -2.160536 4.475911 5.753350 -0.107 -0.141 0.110 0.000
C -1.191503 4.987542 5.156869 0.025 -0.040 -0.047 0.001
O -0.727240 6.137375 5.235034 0.080 0.160 -0.064 0.000
C -0.466483 4.037949 4.175731 -0.024 -0.013 0.027 0.000
C -0.475867 2.662211 4.388805 0.047 0.028 -0.072 -0.003
C 0.147490 1.827952 3.482007 -0.110 -0.068 0.090 0.006
N 0.730425 2.262817 2.361397 -0.217 0.021 -0.218 -0.023
C 0.778201 3.586942 2.176023 0.052 0.145 0.033 0.005
C 0.215351 4.497489 3.058065 0.103 -0.038 0.095 0.005
C 1.507038 4.003580 0.908827 -0.020 -0.157 0.265 -0.007
O 1.979950 5.129132 0.814675 -0.173 0.085 -0.051 0.004
O 1.575300 3.058390 0.060773 0.197 0.375 -0.983 0.015
H -0.991175 2.262514 5.250652 -0.013 0.002 0.035 0.000
H 0.163916 0.757994 3.651783 -0.044 0.020 0.035 0.002
H 0.311127 5.557018 2.872123 0.011 0.020 -0.030 0.000
```
Forces are in eV/Å.

max |F|	0.0233	Eh/bohr
frontier orbital gap (spin up / spin down)	6.479 / 6.487	eV
total charge	-2
spin multiplicity	2
calculated total energy	-123926.9228	eV
E_LUMO (spin up / spin down)	3.78 / 3.78	eV
energy above the lowest of the compared OMol25 structures with the same formula, charge and spin	51.90	kcal/mol